{
  "formula": "C59H122Cl3F6N9O15S2",
  "method": "wB97M-V/def2-TZVPD",
  "lumo_ev": -12.75,
  "max_force_ev_per_a": 6.71,
  "total_charge": 4,
  "multiplicity": 1,
  "symbols": ["C", "C", "O", "N", "H", "H", "C", "H", "H", "H", "H", "H", "H", "C", "C", "O", "N", "H", "H", "C", "H", "H", "H", "H", "H", "H", "C", "C", "O", "N", "H", "H", "C", "H", "H", "H", "H", "H", "H", "C", "C", "O", "N", "H", "H", "C", "H", "H", "H", "H", "H", "H", "C", "C", "C", "C", "C", "C", "N", "O", "C", "C", "C", "H", "H", "H", "H", "H", "H", "H", "H", "H", "H", "H", "H", "H", "H", "H", "H", "H", "H", "C", "C", "C", "C", "C", "C", "N", "O", "C", "C", "C", "H", "H", "H", "H", "H", "H", "H", "H", "H", "H", "H", "H", "H", "H", "H", "H", "H", "H", "C", "C", "C", "C", "C", "C", "N", "O", "C", "C", "C", "H", "H", "H", "H", "H", "H", "H", "H", "H", "H", "H", "H", "H", "H", "H", "H", "H", "H", "C", "C", "C", "C", "C", "C", "N", "O", "C", "C", "C", "H", "H", "H", "H", "H", "H", "H", "H", "H", "H", "H", "H", "H", "H", "H", "H", "H", "H", "C", "C", "C", "C", "C", "C", "N", "O", "C", "C", "C", "H", "H", "H", "H", "H", "H", "H", "H", "H", "H", "H", "H", "H", "H", "H", "H", "H", "H", "Cl", "Cl", "Cl", "C", "F", "F", "F", "S", "O", "O", "O", "C", "F", "F", "F", "S", "O", "O", "O"],
  "xyz": [[-5.24, -6.71, -2.44], [-4.68, -7.31, -3.71], [-4.50, -6.67, -4.66], [-4.46, -8.63, -3.57], [-4.05, -9.08, -4.36], [-5.24, -17.54, -8.61], [-4.82, -9.58, -2.47], [-6.22, -7.13, -2.12], [-5.07, -5.66, -2.51], [-4.59, -7.01, -1.60], [-4.14, -10.46, -2.60], [-5.79, -10.01, -2.43], [-4.65, -9.03, -1.55], [-6.87, 2.75, 4.05], [-6.09, 1.49, 3.77], [-6.30, 0.80, 2.77], [-4.83, 1.24, 4.48], [-4.63, 0.17, 4.33], [-4.07, 1.78, 3.86], [-4.66, 1.80, 5.80], [-6.28, 3.49, 4.62], [-7.85, 2.45, 4.54], [-6.98, 3.10, 3.03], [-3.78, 1.38, 6.28], [-5.63, 1.53, 6.34], [-4.59, 2.88, 5.69], [5.29, 3.74, -0.72], [4.16, 4.61, -1.00], [3.50, 5.09, -0.15], [3.89, 4.98, -2.34], [4.71, 4.97, -2.95], [3.29, 3.29, -2.91], [2.84, 5.93, -2.47], [5.81, 4.36, -0.06], [5.94, 3.50, -1.50], [4.90, 2.88, -0.15], [2.79, 6.18, -3.53], [2.91, 6.76, -1.75], [1.92, 5.37, -2.21], [6.51, -4.84, -1.56], [6.59, -3.91, -0.36], [6.30, -4.14, 0.75], [6.89, -2.42, -0.70], [6.40, -1.93, 0.10], [7.91, -2.20, -0.46], [6.41, -1.93, -2.01], [7.01, -5.75, -1.24], [7.01, -4.34, -2.41], [5.44, -5.02, -1.77], [7.08, -2.22, -2.83], [6.48, -0.85, -2.07], [5.37, -2.15, -2.15], [-0.05, -5.82, 2.01], [0.75, -6.53, 3.13], [1.82, -7.43, 2.62], [3.06, -6.74, 2.05], [3.68, -5.78, 3.03], [2.71, -4.67, 3.53], [1.42, -5.36, 3.95], [0.97, -5.12, 5.05], [2.42, -3.55, 2.50], [3.23, -3.88, 4.72], [-0.21, -7.34, 3.98], [-0.33, -4.78, 2.08], [-0.98, -6.36, 1.77], [0.55, -5.81, 1.08], [1.39, -8.11, 1.92], [2.11, -8.03, 3.54], [2.83, -6.12, 1.19], [3.84, -7.43, 1.73], [4.45, -5.18, 2.57], [4.03, -6.28, 3.90], [2.04, -3.93, 1.53], [3.38, -3.11, 2.28], [1.61, -2.92, 2.82], [2.57, -3.12, 5.06], [4.17, -3.42, 4.50], [3.49, -4.54, 5.51], [0.32, -7.61, 4.90], [-0.53, -8.21, 3.39], [-1.14, -6.92, 4.22], [-0.73, -1.63, -8.94], [-1.18, -1.20, -7.52], [-1.84, -2.36, -6.77], [-1.66, -2.23, -5.28], [-0.14, -2.10, -4.90], [0.54, -0.84, -5.36], [0.26, -0.89, -6.82], [1.04, -0.32, -7.56], [1.99, -0.60, -5.09], [-0.19, 0.52, -4.95], [-2.17, 0.05, -7.63], [-0.55, -0.85, -9.67], [-1.53, -2.27, -9.28], [0.15, -2.29, -9.03], [-1.44, -3.38, -7.03], [-2.90, -2.35, -7.10], [-2.08, -3.07, -4.79], [-2.28, -1.34, -4.92], [0.39, -3.00, -5.11], [-0.06, -2.01, -3.82], [2.67, -1.21, -5.72], [2.31, -0.69, -4.06], [2.17, 0.45, -5.23], [-0.07, 1.23, -5.79], [0.37, 1.02, -4.11], [-1.23, 0.35, -4.58], [-2.79, 0.26, -6.77], [-2.84, -0.24, -8.41], [-1.58, 0.96, -8.00], [-6.45, 8.40, -4.22], [-6.33, 7.24, -3.22], [-6.71, 5.91, -3.84], [-6.28, 4.61, -3.09], [-4.78, 4.69, -2.92], [-4.25, 5.93, -2.18], [-4.81, 7.29, -2.69], [-4.21, 8.30, -2.61], [-2.76, 6.06, -2.43], [-4.45, 5.89, -0.56], [-7.27, 7.39, -1.98], [-7.41, 8.35, -4.62], [-5.63, 8.26, -4.97], [-6.34, 9.40, -3.82], [-6.14, 5.68, -4.73], [-7.81, 5.94, -4.15], [-6.51, 3.76, -3.74], [-6.66, 4.52, -2.12], [-4.31, 4.58, -3.87], [-4.43, 3.96, -2.20], [-2.20, 5.19, -2.07], [-2.31, 6.87, -1.94], [-2.48, 6.12, -3.48], [-3.49, 5.73, -0.10], [-5.16, 5.13, -0.21], [-4.80, 6.91, -0.31], [-7.28, 6.46, -1.37], [-8.32, 7.30, -2.30], [-7.08, 8.30, -1.44], [-0.35, 3.64, 6.09], [0.96, 4.33, 5.92], [1.52, 4.93, 7.23], [2.97, 5.23, 7.00], [3.86, 4.04, 6.87], [3.44, 3.19, 5.56], [2.02, 3.24, 5.32], [1.53, 2.46, 4.50], [3.87, 1.73, 5.72], [4.06, 3.73, 4.23], [0.82, 5.34, 4.72], [-1.15, 4.33, 6.45], [-0.22, 2.89, 6.93], [-0.69, 3.13, 5.20], [1.62, 4.22, 8.09], [0.86, 5.66, 7.74], [3.37, 5.83, 7.86], [3.16, 5.88, 6.11], [3.80, 3.31, 7.71], [4.92, 4.31, 6.69], [4.35, 1.30, 4.84], [3.01, 1.09, 6.00], [4.58, 1.64, 6.51], [5.13, 3.46, 4.28], [4.05, 4.84, 4.10], [3.60, 3.32, 3.35], [0.17, 6.18, 4.92], [0.22, 4.89, 3.89], [1.80, 5.72, 4.31], [-1.75, -1.43, 2.63], [-1.07, -0.98, 1.30], [-2.06, -0.53, 0.17], [-1.43, 0.09, -1.09], [-0.58, 1.29, -0.56], [0.47, 1.01, 0.54], [-0.07, 0.09, 1.61], [0.43, 0.10, 2.75], [1.02, 2.28, 1.14], [1.72, 0.20, -0.07], [-0.32, -2.27, 0.91], [-2.24, -0.59, 3.20], [-1.07, -1.98, 3.22], [-2.59, -2.12, 2.35], [-2.92, 0.01, 0.63], [-2.51, -1.47, -0.13], [-2.20, 0.48, -1.78], [-0.81, -0.67, -1.61], [-1.31, 2.05, -0.14], [0.03, 1.66, -1.35], [1.73, 1.96, 1.84], [0.22, 2.81, 1.70], [1.53, 2.96, 0.47], [2.31, -0.22, 0.72], [2.33, 0.87, -0.69], [1.31, -0.56, -0.73], [0.24, -2.01, 0.04], [-1.02, -2.97, 0.50], [0.23, -2.61, 1.77], [-4.12, -3.49, 1.49], [-2.30, 2.01, 2.78], [2.38, 2.32, -2.83], [1.48, -4.92, -2.34], [0.27, -4.89, -1.69], [1.93, -6.13, -2.20], [1.16, -4.64, -3.59], [2.72, -3.66, -1.67], [1.97, -2.52, -1.30], [3.34, -4.30, -0.53], [3.64, -3.51, -2.79], [6.63, 0.38, 3.01], [7.51, 1.25, 2.50], [7.25, -0.74, 3.28], [6.23, 0.94, 4.22], [5.18, 0.19, 1.80], [5.85, -0.31, 0.64], [4.34, -0.85, 2.39], [4.74, 1.56, 1.72]]
}